Entry 1:
The following is a quantum chemistry calculation of a single C4H11NO2 molecule, from the OMol25 dataset.

Each line ends with the natural charge from an NBO analysis.
Atoms and positions in Å:
C (-0.09552, 0.22446, 0.40046)  0.082
C (0.67070, -1.10398, 0.67708)  -0.274
C (0.66564, 1.10761, -0.59243)  -0.406
C (-0.02719, 2.44910, -0.79421)  -0.607
N (0.10993, -2.27544, 0.03084)  -0.336
O (-1.07920, -2.69954, 0.72130)  -0.627
O (-1.37153, -0.02588, -0.14477)  -0.735
H (-0.85319, -3.55458, 1.10961)  0.478
H (-1.80004, -0.71987, 0.37283)  0.488
H (-0.21550, -2.01906, -0.90236)  0.349
H (-0.20305, 0.77463, 1.35077)  0.153
H (0.69753, -1.31280, 1.74899)  0.204
H (1.69848, -1.02512, 0.31581)  0.206
H (0.72494, 0.58086, -1.54686)  0.199
H (1.67924, 1.26375, -0.21795)  0.199
H (-1.04710, 2.28765, -1.13099)  0.221
H (-0.05481, 3.00673, 0.13943)  0.199
H (0.50067, 3.04146, -1.53756)  0.206

Output
E: -364.1769 a.u.
Charge: 0
HOMO energy: -9.4 eV
Energy above the lowest of the compared OMol25 structures with the same formula, charge and spin: 239.6 kJ/mol
Gap between HOMO and LUMO: 10.28 eV
Lowest unoccupied orbital energy: 0.924 eV

=====

Entry 2:
The following is a quantum chemistry calculation of a 2-piece molecular cluster, C4H11NO2S overall, from the OMol25 dataset.

Each line ends with the natural charge from an NBO analysis.
Atoms and positions in Å:
C (0.65042, 1.95905, -0.51662)  -0.479
N (0.86924, 0.49741, -0.10484)  -0.682
C (-0.33184, -0.45097, -0.05799)  -0.088
C (-0.85292, -0.72358, 1.44174)  -0.523
S (0.00732, -2.02320, 2.48953)  -0.804
C (-1.50945, 0.06778, -0.96054)  -0.008
O (-2.09758, 1.18639, -0.61229)  -0.965
H (1.04139, 2.69051, 0.14015)  0.157
H (-0.46733, 2.25158, -0.61650)  0.266
H (1.06951, 1.94454, -1.47176)  0.162
H (1.19794, 0.54764, 0.84469)  0.349
H (-0.02590, -1.45872, -0.41753)  0.143
H (-1.87801, -1.15561, 1.26596)  0.179
H (-0.97191, 0.28307, 1.84030)  0.184
H (-2.17547, -0.79285, -0.98793)  0.084
H (-1.10825, 0.30017, -2.05591)  0.037
H (1.80062, -1.38287, -0.71203)  0.500
H (2.22646, -2.01036, 0.65031)  0.488
O (2.55576, -1.72998, -0.15874)  -1.000

Output
E: -762.3007 a.u.
Charge: -2
HOMO energy: 0.6 eV
Energy above the lowest of the compared OMol25 structures with the same formula, charge and spin: 218.6 kJ/mol
Gap between HOMO and LUMO: 5.58 eV
Lowest unoccupied orbital energy: 6.161 eV

=====

Entry 3:
The following is a quantum chemistry calculation of a 2-piece molecular cluster, C4H11NO3 overall, from the OMol25 dataset.

Each line ends with the natural charge from an NBO analysis.
Atoms and positions in Å:
C (0.43398, 1.33687, -1.25386)  -0.440
N (0.84204, 0.31330, -0.26599)  -0.715
C (-0.22071, -0.55363, 0.18154)  -0.204
C (-0.75750, -1.55897, -1.02796)  -0.069
O (-1.66314, -2.68252, -0.55617)  -0.806
C (-1.43987, 0.21906, 0.66193)  0.193
O (-1.58915, 0.94714, 1.58886)  -0.679
H (0.21237, 0.91913, -2.21635)  0.185
H (-0.31015, 2.06830, -0.87196)  0.186
H (1.35872, 1.97360, -1.39493)  0.170
H (1.12709, 0.74654, 0.72212)  0.392
H (0.23437, -1.22615, 0.90532)  0.152
H (0.10335, -1.98654, -1.49531)  0.172
H (-1.36273, -1.03580, -1.83131)  0.156
H (-2.50658, -2.38811, -0.11733)  0.455
H (-2.45010, 0.06566, 0.04909)  0.016
H (3.09716, 1.10077, 1.62669)  0.446
H (2.46934, 0.46506, 2.95144)  0.425
O (2.42151, 1.27628, 2.34419)  -1.032

Output
E: -439.3729 a.u.
Charge: -1
2S+1: 2
HOMO energy (spin up / spin down): 0.7 / -4.0 eV
Energy above the lowest of the compared OMol25 structures with the same formula, charge and spin: 202.9 kJ/mol
Expectation value of S²: 0.752
Gap between HOMO and LUMO (spin up / spin down): 3.17 / 7.79 eV
Lowest unoccupied orbital energy (spin up / spin down): 3.861 / 3.825 eV

=====

Entry 4:
The following is a quantum chemistry calculation of C4H11NO3 as an isolated structure, from the OMol25 dataset.

Each line ends with the natural charge from an NBO analysis.
Atoms and positions in Å:
C (0.35737, -0.10313, -1.30052)  0.416
C (-0.17615, 1.17117, -1.94300)  -0.641
O (1.41428, 0.08947, -0.49587)  -0.774
O (0.54871, -1.11083, -2.27273)  -0.751
H (1.25583, -0.62193, 0.46671)  0.469
H (1.50131, -1.17859, -2.41682)  0.476
H (-0.50603, -0.53263, -0.62015)  0.079
H (-1.00865, 0.94463, -2.60681)  0.215
H (-0.49689, 1.87281, -1.17653)  0.203
H (0.62036, 1.62658, -2.53060)  0.212
C (-0.49184, 1.00249, 2.05530)  -0.279
C (-0.72460, -1.17343, 1.15320)  0.450
O (-1.32676, -0.07965, 1.61701)  -0.475
N (0.55070, -1.38376, 1.35342)  -0.794
H (0.81881, -2.34676, 1.18682)  0.384
H (-1.44939, -1.97650, 1.01186)  0.194
H (-1.17293, 1.76457, 2.42491)  0.201
H (0.12300, 1.37808, 1.23748)  0.215
H (0.16288, 0.65742, 2.85634)  0.200

Output
E: -439.4241 a.u.
Charge: 0
HOMO energy: -9.5 eV
Energy above the lowest of the compared OMol25 structures with the same formula, charge and spin: 267.3 kJ/mol
Gap between HOMO and LUMO: 10.29 eV
Lowest unoccupied orbital energy: 0.785 eV

=====

Entry 5:
The following is a quantum chemistry calculation of a 2-piece molecular cluster, C4H11NO3 overall, from the OMol25 dataset.

Each line ends with the natural charge from an NBO analysis.
Atoms and positions in Å:
C (1.33963, 0.28141, -1.17910)  0.528
N (0.46890, -0.79753, -1.45589)  -0.626
C (0.24838, -1.76046, 0.69660)  -0.641
C (-0.52521, -1.08712, -0.46745)  -0.079
C (-1.22799, 0.13059, 0.09580)  -0.097
O (-2.31407, 0.12267, -0.86346)  -0.768
O (1.36622, 0.68815, -0.01566)  -0.632
H (1.99159, 0.52390, -1.93042)  0.138
H (0.33866, -1.12468, -2.40874)  0.406
H (1.07226, -2.30961, 0.34027)  0.213
H (-0.28724, -2.52947, 1.32728)  0.208
H (0.64738, -1.22120, 1.57224)  0.223
H (-1.39214, -1.79924, -0.93190)  0.249
H (-1.73916, 0.02262, 1.00871)  0.181
H (-0.90237, 1.14123, -0.18341)  0.229
H (-3.23474, 0.16114, -0.38925)  0.467
H (0.14606, 1.60304, 2.67104)  0.449
H (1.32971, 1.55264, 1.91439)  0.477
O (0.91520, 2.21117, 2.41986)  -0.925

Output
E: -439.4024 a.u.
Charge: 0
HOMO energy: -9.5 eV
Energy above the lowest of the compared OMol25 structures with the same formula, charge and spin: 324.2 kJ/mol
Gap between HOMO and LUMO: 10.19 eV
Lowest unoccupied orbital energy: 0.641 eV

=====

Entry 6:
The following is a quantum chemistry calculation of a 2-piece molecular cluster, C4H11NO3 overall, from the OMol25 dataset.

Each line ends with the natural charge from an NBO analysis.
Atoms and positions in Å:
C (0.59042, -0.33496, 0.61046)  0.308
C (0.24279, -1.80824, 0.36238)  -0.644
N (1.79306, -0.02817, -0.14090)  -0.867
O (0.87356, -0.26428, 1.99744)  -0.749
H (0.51220, 0.56619, 2.35007)  0.492
H (-1.32965, -0.59870, -0.84807)  0.494
H (2.22780, 0.81687, 0.21697)  0.363
H (2.49396, -0.75178, -0.01349)  0.367
H (1.05778, -2.46024, 0.67650)  0.230
H (0.03859, -1.92764, -0.69847)  0.197
H (-0.63004, -2.05554, 0.96335)  0.240
C (-0.31935, 1.69284, -1.04680)  -0.731
C (-0.44268, 1.04925, 0.29454)  0.610
O (-2.34940, -0.36137, -0.59178)  -0.974
O (-0.75388, 1.65015, 1.28961)  -0.550
H (-3.02493, -0.61690, -1.22789)  0.491
H (-0.73383, 0.98828, -1.76382)  0.227
H (-0.95735, 2.57409, -1.09007)  0.238
H (0.71094, 1.87014, -1.34004)  0.259

Output
E: -439.4364 a.u.
Charge: 0
HOMO energy: -9.5 eV
Energy above the lowest of the compared OMol25 structures with the same formula, charge and spin: 235.0 kJ/mol
Gap between HOMO and LUMO: 10.13 eV
Lowest unoccupied orbital energy: 0.648 eV

=====

Entry 7:
The following is a quantum chemistry calculation of a 2-piece molecular cluster, C4H11NO3 overall, from the OMol25 dataset.

Each line ends with the natural charge from an NBO analysis.
Atoms and positions in Å:
C (-0.64252, 0.69240, 1.00471)  -0.109
O (-1.40365, 0.89401, 2.14435)  -0.313
C (-0.96023, -0.70253, 0.42976)  -0.423
C (-0.18916, -0.90386, -0.88386)  -0.521
C (1.26980, -0.61637, -0.68331)  0.668
N (2.00066, -1.37332, 0.16758)  -0.796
O (1.77676, 0.36706, -1.20202)  -0.620
H (0.37224, 0.88714, 1.34344)  0.270
H (-0.92509, 1.49269, 0.25973)  0.398
H (-2.20140, 0.34641, 2.09008)  0.508
H (-2.03634, -0.86826, 0.33840)  0.241
H (-0.65019, -1.48570, 1.12375)  0.241
H (-0.59854, -0.16302, -1.56726)  0.261
H (-0.45685, -1.87705, -1.29716)  0.270
H (1.62696, -2.15263, 0.68101)  0.405
H (2.94679, -1.07460, 0.35104)  0.429
H (0.47599, 1.56581, -1.16470)  0.503
H (-0.09580, 2.83270, -1.88413)  0.522
O (-0.30945, 2.13912, -1.25143)  -0.932

Output
E: -439.1368 a.u.
Charge: +1
2S+1: 2
HOMO energy (spin up / spin down): -14.5 / -14.4 eV
Energy above the lowest of the compared OMol25 structures with the same formula, charge and spin: 146.6 kJ/mol
Expectation value of S²: 0.755
Gap between HOMO and LUMO (spin up / spin down): 11.20 / 4.97 eV
Lowest unoccupied orbital energy (spin up / spin down): -3.273 / -9.424 eV

=====

Entry 8:
The following is a quantum chemistry calculation of a 2-piece molecular cluster, C4H11NO3 overall, from the OMol25 dataset.

Each line ends with the natural charge from an NBO analysis.
Atoms and positions in Å:
C (0.72739, 0.16483, 0.82344)  -0.574
C (1.90396, 0.86452, 0.14150)  -0.042
O (3.00149, 0.80416, 0.99022)  -0.690
C (-0.51752, 0.08354, 0.03814)  0.648
N (-1.74342, 0.25463, 0.74515)  -0.162
C (-2.99822, 0.18878, 0.11398)  -0.491
O (-0.60413, -0.08491, -1.15046)  -0.424
H (0.57018, 0.57461, 1.81673)  0.243
H (1.11557, -0.81646, 1.14381)  0.307
H (2.04890, 0.46097, -0.86111)  0.199
H (1.52976, 1.86968, -0.14236)  0.159
H (3.77843, 1.04888, 0.47875)  0.497
H (-1.68601, 0.29142, 1.76429)  0.440
H (-3.05874, -0.70391, -0.51846)  0.312
H (-3.14298, 1.00937, -0.61104)  0.316
H (-3.77641, 0.33128, 0.85266)  0.265
H (0.62212, -1.50423, -1.50640)  0.454
H (0.89915, -2.73227, -2.35402)  0.479
O (1.33047, -2.10487, -1.76483)  -0.936

Output
E: -439.1305 a.u.
Charge: +1
2S+1: 2
HOMO energy (spin up / spin down): -14.1 / -14.1 eV
Energy above the lowest of the compared OMol25 structures with the same formula, charge and spin: 163.2 kJ/mol
Expectation value of S²: 0.763
Gap between HOMO and LUMO (spin up / spin down): 10.14 / 4.66 eV
Lowest unoccupied orbital energy (spin up / spin down): -3.923 / -9.397 eV

=====

Entry 9:
The following is a quantum chemistry calculation of a 2-piece molecular cluster, C4H11NO3S overall, from the OMol25 dataset.

Each line ends with the natural charge from an NBO analysis.
Atoms and positions in Å:
C (-0.98470, -0.52525, 0.32340)  -0.175
C (-2.45503, -0.83912, 0.53208)  0.785
C (-0.78592, 0.99219, 0.26936)  0.111
C (0.68690, 1.33082, 0.27784)  -0.639
H (-0.98885, -0.84655, -1.61839)  0.371
H (-0.47202, -2.12247, -0.78886)  0.365
H (-0.48405, -0.87510, 1.23014)  0.224
H (-1.20410, 1.36459, 1.25924)  0.169
H (-1.71383, 2.37249, -0.72159)  0.474
H (1.23258, 0.82394, -0.53369)  0.226
H (1.11248, 1.00233, 1.20262)  0.217
H (0.83589, 2.40394, 0.19354)  0.210
H (-3.97352, -1.67105, -0.20744)  0.499
H (6.62114, -0.59523, -0.82910)  0.132
H (4.78568, -0.47942, -0.31075)  0.142
N (-0.49108, -1.14135, -0.85568)  -0.821
O (-3.02528, -0.58073, 1.56126)  -0.600
O (-1.62941, 1.46710, -0.75937)  -0.724
O (-3.03540, -1.50068, -0.51763)  -0.692
S (5.96852, -0.58043, 0.29300)  -0.274

Output
E: -837.6675 a.u.
Charge: 0
HOMO energy: -9.2 eV
Energy above the lowest of the compared OMol25 structures with the same formula, charge and spin: 0.0 kJ/mol
Gap between HOMO and LUMO: 9.85 eV
Lowest unoccupied orbital energy: 0.625 eV

=====

Entry 10:
The following is a quantum chemistry calculation of a 3-piece molecular cluster, C4H11NO4 overall, from the OMol25 dataset.

Each line ends with the natural charge from an NBO analysis.
Atoms and positions in Å:
O (0.80130, 2.13574, -0.93109)  -0.535
C (1.31623, 1.34029, -0.15324)  0.429
C (1.36845, -0.13159, -0.52883)  -0.149
C (-0.13284, -0.55762, -0.18019)  -0.563
C (-0.54867, -1.71630, -0.97337)  0.456
O (-1.71119, -2.07439, -1.00689)  -0.570
N (2.31005, -1.03483, 0.12611)  -0.845
H (1.66844, 1.56723, 0.79903)  0.133
H (1.44592, -0.28604, -1.63916)  0.213
H (-0.41459, -0.66807, 0.85613)  0.258
H (-0.75902, 0.30839, -0.54113)  0.303
H (0.21694, -2.30110, -1.52309)  0.128
H (2.24493, -0.98522, 1.08997)  0.356
H (3.36869, -0.95011, -0.08786)  0.373
H (-3.17863, -0.25747, 0.06221)  0.471
H (-2.69121, -0.35571, -1.31265)  0.476
O (-2.83510, 0.31191, -0.69122)  -0.940
H (-1.07633, 2.15081, 1.48077)  0.496
H (-0.85374, 1.76317, 2.99981)  0.476
O (-0.53960, 1.74091, 2.15468)  -0.966

Output
E: -514.6630 a.u.
Charge: 0
HOMO energy: -9.3 eV
Energy above the lowest of the compared OMol25 structures with the same formula, charge and spin: 235.8 kJ/mol
Gap between HOMO and LUMO: 9.87 eV
Lowest unoccupied orbital energy: 0.576 eV

=====

Entry 11:
The following is a quantum chemistry calculation of a 2-piece molecular cluster, C4H11NOP overall, from the OMol25 dataset.

Each line ends with the natural charge from an NBO analysis.
Atoms and positions in Å:
C (1.00162, 1.57432, -0.13273)  -0.074
C (-1.08121, -0.41230, 1.21368)  -0.745
C (-1.85515, -1.00287, -1.24777)  -0.688
C (-0.78137, -0.85236, -0.11059)  0.544
N (0.38782, -1.40076, -0.31973)  -0.648
O (1.17913, 2.82027, -0.16812)  -0.610
P (2.54701, 0.74289, -0.23137)  0.183
H (-1.64990, -1.11282, 1.88203)  0.302
H (-1.74006, 0.43661, 1.29983)  0.279
H (-0.21617, -0.24775, 1.87877)  0.251
H (-1.68992, -2.02981, -1.75073)  0.262
H (-1.62842, -0.20760, -1.96811)  0.271
H (-2.87739, -0.80423, -0.86786)  0.263
H (1.08779, -1.17688, 0.48866)  0.427
H (0.35730, 3.29913, 0.22194)  0.518
H (0.72948, -1.86315, -1.08568)  0.432
H (3.33609, 1.81884, -0.13014)  0.002
H (2.89337, 0.41846, 1.02792)  0.030

Output
E: -629.9461 a.u.
Charge: +1
HOMO energy: -12.2 eV
Energy above the lowest of the compared OMol25 structures with the same formula, charge and spin: 360.0 kJ/mol
Gap between HOMO and LUMO: 7.88 eV
Lowest unoccupied orbital energy: -4.275 eV

=====

Entry 12:
The following is a quantum chemistry calculation of a single C4H11NOS molecule, from the OMol25 dataset.

Each line ends with the natural charge from an NBO analysis.
Atoms and positions in Å:
C (-0.48892, -0.74035, 1.01982)  -0.233
N (-1.25602, 0.28292, 0.32667)  -0.657
C (-1.21880, 1.64376, 0.91147)  0.077
O (0.04626, 2.27078, 0.83074)  -0.727
C (0.36303, -1.55165, -0.02455)  -0.418
C (1.31707, -0.68046, -0.84258)  -0.532
S (0.62293, -0.08620, -2.43943)  -0.081
H (0.36292, -0.42640, 1.64310)  0.194
H (-1.18008, -1.49381, 1.38211)  0.193
H (-1.07696, 0.25114, -0.66297)  0.358
H (-1.49227, 1.55233, 1.95950)  0.169
H (-2.04342, 2.08617, 0.33838)  0.170
H (-0.03047, 2.85921, 0.07955)  0.472
H (-0.33681, -2.15287, -0.62880)  0.208
H (0.85086, -2.37276, 0.51337)  0.212
H (2.19198, -1.32448, -0.96784)  0.230
H (1.62577, 0.21542, -0.29920)  0.228
H (1.74294, -0.33273, -3.13936)  0.137

Output
E: -687.1432 a.u.
Charge: 0
HOMO energy: -9.0 eV
Energy above the lowest of the compared OMol25 structures with the same formula, charge and spin: 173.7 kJ/mol
Gap between HOMO and LUMO: 9.75 eV
Lowest unoccupied orbital energy: 0.782 eV